1.
Entry from the OMol25 dataset: a molecular structure, CH4INO2S (wB97M-V/def2-TZVPD).

CARTESIAN COORDINATES (ANGSTROEM)
C: -0.24 -0.46 -0.89
N: -0.14 0.55 -0.12
O: -1.73 2.78 -0.45
O: -2.88 0.62 -0.29
S: -2.04 1.61 0.35
I: 3.25 -1.71 1.27
H: 0.54 -0.89 -1.52
H: 3.93 -2.85 2.17
H: -1.23 -0.85 -0.71
H: 0.53 1.19 0.20

Computed properties:
**2S+1**: 1
**Charge**: 0
**Orbital gap**: 0.3641 hartree

=====

2.
Entry from the OMol25 dataset: a molecular structure, C17H42BeClN3O7 (wB97M-V/def2-TZVPD).

CARTESIAN COORDINATES (ANGSTROEM)
Be: -1.80 -5.33 0.43
C: -1.17 -0.78 -3.97
C: -1.55 -1.21 -2.55
C: -2.36 -0.16 -1.85
O: -2.45 -0.40 -0.44
C: -1.30 0.05 0.29
N: -2.38 -2.48 -2.45
H: -1.74 -3.27 -2.56
H: -2.80 -2.62 -1.53
H: -3.03 -2.57 -3.23
H: -1.97 -0.87 -4.71
H: -0.35 -1.32 -4.45
H: -0.82 0.24 -4.01
H: -0.67 -1.63 -2.06
H: -3.35 -0.15 -2.31
H: -1.91 0.83 -1.96
H: -1.29 -0.08 1.37
H: -1.02 1.10 0.21
H: -0.38 -0.47 0.01
C: -4.12 -2.78 2.53
C: -4.97 -1.59 2.16
C: -4.36 -0.26 2.73
O: -4.36 -0.34 4.14
C: -3.59 0.61 4.81
N: -5.09 -1.46 0.61
H: -5.13 -2.41 0.24
H: -5.98 -1.00 0.42
H: -4.44 -0.84 0.13
H: -3.16 -2.75 2.01
H: -4.73 -3.68 2.38
H: -3.89 -2.81 3.59
H: -6.01 -1.66 2.49
H: -5.06 0.54 2.49
H: -3.38 -0.10 2.28
H: -3.96 1.63 4.77
H: -2.56 0.65 4.45
H: -3.52 0.32 5.86
Cl: 0.78 -3.10 1.31
O: 1.26 -2.18 2.28
O: -0.64 -2.88 1.14
O: 1.40 -2.97 0.05
O: 0.90 -4.49 1.65
C: 4.36 4.51 -0.56
C: 4.41 3.00 -0.59
C: 4.22 2.53 0.92
C: 3.71 1.09 1.15
C: 2.47 0.86 0.23
C: 2.72 1.14 -1.27
N: 3.33 2.49 -1.44
O: 3.45 2.83 -2.66
C: 3.65 0.01 -1.75
C: 1.38 0.94 -2.00
C: 5.81 2.53 -0.95
H: 4.90 4.81 0.33
H: 3.33 4.83 -0.40
H: 4.74 5.04 -1.43
H: 5.18 2.57 1.42
H: 3.61 3.32 1.36
H: 3.52 0.95 2.21
H: 4.52 0.41 0.89
H: 1.76 1.58 0.63
H: 2.26 -0.18 0.46
H: 4.67 0.03 -1.37
H: 3.14 -0.94 -1.61
H: 3.80 0.25 -2.80
H: 0.68 1.63 -1.52
H: 1.53 1.18 -3.05
H: 1.12 -0.11 -1.93
H: 6.55 2.94 -0.27
H: 6.16 2.99 -1.88
H: 5.96 1.45 -0.88

Computed properties:
**2S+1**: 2
**Charge**: +3
**Orbital gap (alpha / beta)**: 0.2404 / 0.1857 hartree

=====

3.
Entry from the OMol25 dataset: a gas-phase ion, C3H8NOS (charge +1) (wB97M-V/def2-TZVPD).

CARTESIAN COORDINATES (ANGSTROEM)
C: -0.12 -0.81 -0.29
C: -1.54 -0.78 0.32
C: 0.82 1.86 -0.12
N: 1.07 0.40 -0.01
O: 0.63 -1.90 -0.24
S: 2.50 -0.03 0.21
H: -0.24 -0.47 -1.28
H: -2.01 -1.76 0.15
H: -1.73 -0.60 1.44
H: -2.25 -0.15 -0.22
H: 1.84 2.47 -0.20
H: 0.24 1.88 -1.08
H: 0.21 2.19 0.67
H: 0.58 -2.28 0.65

Computed properties:
**2S+1**: 1
**Charge**: +1
**Orbital gap**: 0.2883 hartree
**SMILES string**: C[C@H](O)[N+](C)=S

=====

4.
Entry from the OMol25 dataset: a molecular structure, C5H12O (wB97M-V/def2-TZVPD).

CARTESIAN COORDINATES (ANGSTROEM)
C: 1.91 -0.64 0.11
C: 0.68 -0.12 -0.60
C: -0.47 -1.02 -0.77
C: -1.86 -0.28 -0.47
O: -1.88 0.40 0.69
C: -0.18 1.58 1.16
H: 1.64 -1.22 1.00
H: 2.60 0.15 0.42
H: 2.50 -1.31 -0.54
H: 0.92 0.47 -1.48
H: 0.16 0.63 0.17
H: -0.61 -1.38 -1.79
H: -0.39 -1.87 -0.09
H: -2.05 0.36 -1.36
H: -2.54 -1.15 -0.47
H: -0.55 1.20 2.10
H: -0.79 2.34 0.71
H: 0.89 1.85 1.21

Computed properties:
**2S+1**: 1
**Charge**: 0
**Orbital gap (alpha / beta)**: 0.2976 / 0.2975 hartree

=====

5.
Entry from the OMol25 dataset: a single C25H21N5O4S molecule (wB97M-V/def2-TZVPD).

CARTESIAN COORDINATES (ANGSTROEM)
O: -3.44 1.10 2.09
C: -2.56 1.43 1.33
N: -1.23 1.18 1.48
C: -0.58 0.47 2.49
C: -1.25 -0.05 3.60
C: -0.53 -0.74 4.56
C: 0.83 -0.90 4.41
C: 1.51 -0.39 3.32
C: 0.80 0.30 2.35
H: 1.30 0.71 1.49
H: 2.57 -0.53 3.26
S: 1.73 -1.77 5.67
O: 3.10 -1.93 5.31
O: 1.00 -2.93 6.10
N: 1.62 -0.71 7.00
C: 2.26 0.49 6.98
N: 2.55 0.97 5.77
C: 3.17 2.14 5.74
C: 3.51 2.84 6.89
C: 3.13 2.25 8.09
N: 2.52 1.08 8.14
H: 3.33 2.72 9.04
H: 4.02 3.79 6.85
H: 3.40 2.51 4.75
H: 1.45 -1.11 7.91
H: -1.02 -1.17 5.42
H: -2.31 0.08 3.69
H: -0.63 1.50 0.71
C: -2.83 2.21 0.04
N: -2.54 1.45 -1.16
C: -1.28 1.32 -1.64
O: -0.31 1.77 -1.05
C: -1.15 0.59 -2.93
C: -2.16 0.57 -3.89
C: -1.97 -0.12 -5.07
C: -0.78 -0.80 -5.33
C: 0.22 -0.76 -4.37
C: 0.05 -0.07 -3.19
H: 0.83 -0.03 -2.45
H: 1.16 -1.26 -4.56
C: -0.60 -1.53 -6.59
C: -1.02 -0.98 -7.80
C: -0.84 -1.67 -8.98
C: -0.23 -2.92 -8.98
C: 0.19 -3.47 -7.78
C: 0.01 -2.78 -6.59
H: 0.33 -3.22 -5.66
H: 0.66 -4.45 -7.77
H: -0.10 -3.46 -9.90
H: -1.17 -1.24 -9.91
H: -1.48 0.00 -7.81
H: -2.77 -0.14 -5.81
H: -3.09 1.10 -3.73
H: -3.29 0.93 -1.58
H: -3.89 2.50 0.02
H: -2.21 3.11 0.03

Computed properties:
**2S+1**: 1
**Charge**: 0
**Orbital gap**: 0.3191 hartree
**SMILES string**: O=C(CNC(=O)c1ccc(-c2ccccc2)cc1)Nc1ccc(S(=O)(=O)Nc2ncccn2)cc1

=====

6.
Entry from the OMol25 dataset: 2 unconnected molecules or ions with the total composition C3H4N2O2 (wB97M-V/def2-TZVPD).

CARTESIAN COORDINATES (ANGSTROEM)
N: -2.10 -0.60 -0.32
C: -1.07 0.06 0.26
C: -0.41 1.00 0.83
O: 2.27 1.14 -0.94
C: 2.47 0.04 -0.61
O: 2.84 -1.04 -0.33
N: 0.32 -0.31 0.45
H: -1.79 -1.35 -0.92
H: -2.85 -0.03 -0.71
H: -0.08 2.01 1.00
H: 0.43 -0.90 1.28

Computed properties:
**2S+1**: 1
**Charge**: 0
**Orbital gap**: 0.3230 hartree
**SMILES string**: NC1=CN1.O=C=O

=====

7.
Entry from the OMol25 dataset: a gas-phase ion, C6H8N (charge +1) (wB97M-V/def2-TZVPD).

CARTESIAN COORDINATES (ANGSTROEM)
C: -2.16 -1.13 -0.38
C: -2.80 -0.05 -0.55
C: -0.83 -0.98 0.04
C: -1.88 1.07 -0.23
C: 0.30 -2.04 0.30
C: 0.61 1.09 0.49
N: -0.63 0.34 0.09
H: -1.70 1.72 -1.18
H: -2.10 1.73 0.64
H: 1.06 -1.37 0.89
H: 0.85 -2.36 -0.57
H: 0.01 -2.81 0.90
H: 0.95 1.69 -0.27
H: 1.30 0.24 0.60
H: 0.48 1.47 1.53

Computed properties:
**2S+1**: 1
**Charge**: +1
**Orbital gap (alpha / beta)**: 0.3521 / 0.3434 hartree
**SMILES string**: CC1=[N+](C)CC#C1

=====

8.
Entry from the OMol25 dataset: a molecular structure, C19H25CsN2O5S3 (wB97M-V/def2-TZVPD).

CARTESIAN COORDINATES (ANGSTROEM)
Cs: -0.90 -0.21 0.14
O: -2.02 -1.67 -4.50
C: -1.84 -1.12 -3.28
O: -0.79 -1.19 -2.69
C: -3.10 -0.42 -2.81
O: -2.88 0.01 -1.51
C: -3.97 0.68 -0.84
C: -3.58 0.92 0.63
O: -3.60 2.09 1.03
O: -3.17 -0.12 1.24
H: -1.17 -2.07 -4.74
H: -3.94 -1.12 -2.88
H: -3.30 0.41 -3.51
H: -4.85 0.03 -0.88
H: -4.15 1.63 -1.34
C: 2.22 -1.29 3.12
C: 2.51 -2.64 2.45
S: 1.94 -2.80 0.75
C: 1.03 -4.35 0.84
C: -0.15 -4.42 1.82
S: -1.41 -3.18 1.54
C: -1.65 -2.44 3.18
C: -0.41 -1.95 3.94
S: 0.54 -0.68 3.08
H: 2.80 -0.51 2.63
H: 2.60 -1.34 4.14
H: 2.06 -3.44 3.04
H: 3.58 -2.81 2.52
H: 1.70 -5.19 1.05
H: 0.68 -4.53 -0.18
H: 0.22 -4.36 2.84
H: -0.57 -5.43 1.73
H: -2.17 -3.17 3.81
H: -2.35 -1.62 3.00
H: 0.25 -2.79 4.17
H: -0.75 -1.58 4.91
N: 2.01 0.59 -1.68
C: 2.27 1.94 -1.86
C: 3.43 2.38 -2.43
C: 3.71 3.77 -2.55
C: 2.84 4.71 -2.10
C: 1.63 4.28 -1.48
C: 0.68 5.19 -0.95
C: -0.45 4.72 -0.35
C: -0.65 3.32 -0.29
N: 0.20 2.46 -0.78
C: 1.34 2.92 -1.37
H: 2.53 -0.04 -2.27
H: 1.04 0.32 -1.58
H: 4.16 1.66 -2.80
H: 4.64 4.06 -3.02
H: 3.05 5.77 -2.19
H: 0.88 6.25 -1.01
H: -1.18 5.39 0.09
H: -1.56 2.94 0.19

Computed properties:
**2S+1**: 1
**Charge**: 0
**Orbital gap**: 0.2863 hartree

=====

9.
Entry from the OMol25 dataset: a single C24H33N5O6 molecule (wB97M-V/def2-TZVPD).

CARTESIAN COORDINATES (ANGSTROEM)
C: -7.20 1.26 -0.40
C: -6.77 0.58 -1.70
H: -6.82 1.27 -2.54
H: -7.39 -0.29 -1.90
O: -5.40 0.17 -1.64
C: -5.15 -1.00 -1.04
O: -6.00 -1.72 -0.59
C: -3.70 -1.31 -1.00
C: -2.74 -0.44 -1.51
C: -1.40 -0.77 -1.45
C: -0.99 -1.96 -0.86
C: -1.96 -2.85 -0.37
C: -3.30 -2.52 -0.44
H: -4.05 -3.19 -0.06
H: -1.65 -3.78 0.07
N: 0.34 -2.33 -0.71
C: 1.46 -1.64 -1.00
O: 1.50 -0.57 -1.61
C: 2.66 -2.32 -0.50
C: 4.00 -1.96 -0.51
N: 4.64 -2.97 0.14
C: 3.72 -3.88 0.52
N: 2.53 -3.52 0.15
H: 3.95 -4.78 1.05
H: 5.64 -2.95 0.30
C: 4.82 -0.81 -0.97
O: 6.00 -0.77 -0.67
N: 4.18 0.09 -1.72
C: 4.76 1.34 -2.15
H: 5.02 1.27 -3.21
H: 5.69 1.48 -1.58
C: 3.78 2.48 -1.91
C: 3.48 2.68 -0.43
C: 2.33 3.64 -0.16
H: 2.52 4.60 -0.64
H: 2.27 3.81 0.92
C: 0.96 3.12 -0.63
N: 0.67 1.79 -0.14
C: 0.14 1.59 1.09
O: -0.29 2.47 1.80
O: 0.17 0.27 1.38
C: -0.37 -0.20 2.64
C: -1.87 0.11 2.71
H: -2.02 1.19 2.75
H: -2.29 -0.34 3.61
H: -2.38 -0.29 1.84
C: 0.38 0.43 3.81
H: 1.45 0.21 3.73
H: 0.25 1.51 3.80
H: 0.01 0.03 4.74
C: -0.15 -1.71 2.62
H: 0.89 -1.93 2.38
H: -0.80 -2.18 1.89
H: -0.37 -2.12 3.60
H: 1.04 1.00 -0.64
H: 0.18 3.79 -0.26
H: 0.91 3.09 -1.72
H: 4.38 3.05 0.06
H: 3.25 1.71 0.02
H: 2.86 2.25 -2.45
H: 4.19 3.40 -2.33
H: 3.17 -0.04 -1.88
H: 0.52 -3.19 -0.22
H: -0.66 -0.09 -1.85
H: -3.05 0.49 -1.95
H: -7.16 0.55 0.42
H: -6.55 2.10 -0.18
H: -8.22 1.62 -0.51

Computed properties:
**2S+1**: 1
**Charge**: 0
**Orbital gap**: 0.3200 hartree
**SMILES string**: CCOC(=O)c1ccc(NC(=O)c2nc[nH]c2C(=O)NCCCCCNC(=O)OC(C)(C)C)cc1

=====

10.
Entry from the OMol25 dataset: 8 unconnected molecules or ions with the total composition C12H42N2O10 (wB97M-V/def2-TZVPD).

CARTESIAN COORDINATES (ANGSTROEM)
C: 2.37 -3.03 3.56
C: 2.06 -1.73 2.77
C: 2.94 -0.52 3.27
O: 2.80 0.63 2.41
C: 4.01 1.35 2.36
N: 2.28 -1.93 1.35
H: 1.91 -3.92 3.19
H: 1.97 -2.89 4.57
H: 3.51 -3.11 3.69
H: 1.01 -1.65 2.90
H: 3.99 -0.87 3.30
H: 2.56 -0.21 4.30
H: 4.87 0.63 2.25
H: 4.12 1.90 3.31
H: 4.03 1.98 1.49
H: 3.26 -2.13 1.22
H: 1.81 -2.73 0.94
C: -0.57 2.94 -1.70
C: 0.74 2.53 -2.42
C: 1.31 3.54 -3.42
O: 0.40 3.72 -4.53
C: 0.96 4.51 -5.64
N: 1.78 2.19 -1.48
H: -1.45 3.11 -2.36
H: -0.39 3.88 -1.16
H: -1.02 2.17 -1.01
H: 0.57 1.65 -3.08
H: 2.33 3.27 -3.83
H: 1.40 4.58 -2.99
H: 0.24 4.44 -6.46
H: 1.95 4.11 -5.94
H: 1.06 5.51 -5.27
H: 1.51 1.26 -1.10
H: 1.65 2.83 -0.69
C: -2.18 -0.84 -2.29
C: -1.11 -1.77 -2.77
O: -0.19 -2.08 -1.71
O: -2.83 -1.21 -1.07
H: -2.95 -0.86 -3.03
H: -1.76 0.16 -2.15
H: -0.49 -1.29 -3.54
H: -1.52 -2.76 -3.11
H: -0.71 -2.27 -0.86
H: -2.59 -0.58 -0.35
C: -2.21 0.96 3.12
C: -2.15 1.19 1.67
O: -1.65 -0.02 1.09
O: -3.07 1.82 3.83
H: -1.18 1.12 3.53
H: -2.41 -0.08 3.36
H: -1.67 2.08 1.37
H: -3.21 1.34 1.35
H: -0.76 -0.06 0.62
H: -3.97 1.58 3.51
O: -4.82 -3.16 -0.16
H: -4.34 -2.43 -0.55
H: -5.69 -2.98 -0.47
O: -0.80 -2.66 1.06
H: -1.51 -2.10 1.37
H: -1.18 -3.46 0.78
O: -2.26 -5.24 0.96
H: -3.13 -4.91 0.82
H: -2.10 -5.71 0.15
O: 0.72 -0.24 -0.01
H: 1.31 -0.85 0.48
H: 0.50 -0.76 -0.81

Computed properties:
**2S+1**: 1
**Charge**: 0
**Orbital gap**: 0.3480 hartree
**SMILES string**: COC[C@H](C)N.COC[C@H](C)N.OCCO.OCCO.O.O.O.O

=====

11.
Entry from the OMol25 dataset: a gas-phase ion, C6H13N (charge -1) (wB97M-V/def2-TZVPD).

CARTESIAN COORDINATES (ANGSTROEM)
C: 1.35 -2.25 0.90
C: 0.65 -0.99 1.14
C: 1.28 0.07 0.42
C: 0.72 0.32 -1.09
C: -0.05 1.43 -1.26
N: -1.46 1.20 -1.61
C: -2.43 1.62 -0.40
H: 0.88 -3.26 1.34
H: 1.22 -2.36 -0.29
H: 2.44 -2.02 0.94
H: 0.69 -0.67 2.27
H: -0.36 -1.27 1.35
H: 2.35 -0.12 0.23
H: 1.12 1.09 0.84
H: 0.99 -0.39 -1.84
H: 0.12 2.52 -0.93
H: -1.45 0.16 -1.53
H: -2.37 0.70 0.18
H: -3.56 1.70 -0.72
H: -2.11 2.51 0.07

Computed properties:
**2S+1**: 2
**Charge**: -1
**Orbital gap (alpha / beta)**: 0.1539 / 0.2002 hartree

=====

12.
Entry from the OMol25 dataset: a single C25H27N5O3S molecule (wB97M-V/def2-TZVPD).

CARTESIAN COORDINATES (ANGSTROEM)
C: -1.08 -6.82 -3.03
C: -1.65 -5.77 -2.09
O: -1.39 -4.50 -2.65
C: -1.84 -3.39 -2.01
C: -2.50 -3.38 -0.79
C: -2.90 -2.18 -0.21
C: -2.64 -0.98 -0.85
C: -1.98 -0.98 -2.09
C: -1.59 -2.17 -2.66
H: -1.08 -2.19 -3.60
H: -1.77 -0.05 -2.58
N: -2.99 0.27 -0.32
C: -3.33 0.57 0.96
O: -3.57 -0.23 1.83
C: -3.36 2.08 1.21
H: -3.59 2.66 0.33
H: -4.04 2.30 2.03
S: -1.72 2.61 1.83
C: -0.78 2.32 0.40
N: -1.22 2.29 -0.83
N: -0.19 1.98 -1.63
C: 0.88 1.85 -0.90
N: 0.57 2.06 0.42
C: 1.41 2.01 1.55
C: 2.52 2.84 1.62
C: 3.36 2.79 2.72
C: 3.10 1.90 3.76
C: 1.98 1.06 3.67
C: 1.14 1.11 2.58
H: 0.28 0.46 2.52
H: 1.79 0.38 4.49
O: 3.85 1.77 4.88
C: 4.98 2.59 5.04
H: 4.70 3.65 5.06
H: 5.41 2.31 6.00
H: 5.72 2.42 4.25
H: 4.21 3.45 2.75
H: 2.72 3.54 0.82
C: 2.22 1.42 -1.39
C: 2.11 0.17 -2.21
C: 2.44 -0.03 -3.52
C: 2.17 -1.38 -3.82
C: 1.67 -1.95 -2.68
N: 1.64 -1.01 -1.70
C: 1.15 -1.23 -0.37
H: 0.16 -0.77 -0.24
H: 1.83 -0.81 0.37
H: 1.05 -2.30 -0.20
H: 1.34 -2.95 -2.50
H: 2.32 -1.86 -4.77
H: 2.84 0.71 -4.19
H: 2.87 1.27 -0.53
H: 2.64 2.20 -2.02
H: -2.71 1.06 -0.91
H: -3.41 -2.18 0.74
H: -2.71 -4.29 -0.26
H: -2.73 -5.91 -1.97
H: -1.18 -5.85 -1.10
H: -1.26 -7.81 -2.63
H: -1.55 -6.73 -4.00
H: -0.01 -6.67 -3.14

Computed properties:
**2S+1**: 1
**Charge**: 0
**Orbital gap**: 0.3026 hartree
**SMILES string**: CCOc1ccc(NC(=O)CSc2nnc(Cc3cccn3C)n2-c2ccc(OC)cc2)cc1

=====

ΔE to the lowest compared entry with this formula, charge and spin, record by record: 85.0, 0.0, 272.7, 477.8, 0.0, 361.7, 630.3, 112.8, 0.0, 50.7, 407.9, 273.3 kJ/mol